No. 1
Below is 2 unconnected molecules or ions with the total composition C37H36BNO4 in a non-equilibrium geometry, with properties calculated with the ωB97M-V functional and the def2-TZVPD basis.

Values from the calculation:
Highest occupied orbital energy in Ha: -0.21933
Energy above the lowest of the compared OMol25 structures with the same formula, charge and spin in kcal per mole: 75.1
E in eV: -49304.752
Gap between HOMO and LUMO in eV: 4.09

Structure (ORCA input):
```
! RIJCOSX wB97M-V def2-TZVPD def2/J DEFGRID3
* xyz 0 1
C 0.08903 -4.29764 -0.80469
H -0.94245 -4.52553 -0.54622
O -1.86301 -2.46243 0.88969
N -2.98123 2.70654 -1.69596
C 2.58790 -0.32763 -0.33136
C 1.66088 -1.19892 0.17562
H 3.69743 -4.45657 -3.04562
C -0.53028 4.46671 0.19282
H 0.16713 -0.88708 2.91788
C 1.93198 2.26358 3.10782
H -1.85050 -2.17876 4.15784
C -2.38506 -2.78588 2.10690
H -1.41385 7.06513 -1.86684
O 1.96811 -3.18457 -1.25649
H -2.05714 -1.78408 -4.54694
H 4.82725 -2.53672 2.37709
H -1.31448 0.26101 1.06691
C -3.46571 -3.74789 2.09933
H -4.50657 -1.94859 -1.58875
H 3.62459 -5.93335 -2.07462
H -3.88849 -3.82644 3.10296
C -0.57482 5.76040 -0.35304
C -0.58822 -1.47587 2.41833
C -0.80399 1.16293 0.73028
H -3.34154 0.83810 -0.74337
C -2.13129 3.79142 -1.46155
C 3.98769 3.70460 2.70800
C -4.07740 2.71256 -2.65125
H -3.13804 -4.76039 1.81971
H 4.91667 3.25328 2.34051
C 1.39939 2.22816 0.39185
H -4.19360 1.71214 -3.08796
C -1.54121 2.02930 -0.07890
H -4.52709 -1.72308 -3.35786
C 3.41997 -1.22668 1.54226
C 4.15870 -1.72117 2.68653
C 1.06623 -5.22459 -1.29045
O -1.99507 -1.17626 -1.33098
C 0.45260 1.63454 1.27150
H -3.85216 3.43664 -3.44174
C -2.69784 1.70227 -0.82900
H -5.03115 2.99619 -2.17826
H 0.07309 4.27370 1.07775
H -4.51478 -0.30562 -2.28309
C -1.79412 -1.59219 -3.51261
C -1.39304 6.05504 -1.45428
B 0.23825 -1.62767 -0.28415
C -1.27326 3.44715 -0.39047
C 2.20391 -4.50021 -1.55027
H 0.03070 6.55454 0.08789
C 3.52756 -4.84423 -2.03298
H -4.25210 -3.43655 1.40329
C -4.13196 -1.32705 -2.41428
H 3.50098 -2.08799 3.48063
C 3.71514 -0.32109 0.55313
C -1.66036 -2.14821 3.08767
H 4.78678 -0.91865 3.08608
C 2.79996 2.92640 2.23093
H 1.20718 2.18595 -0.68354
H 3.22444 3.33787 0.15264
H 3.96850 4.73637 2.33143
C 0.68325 -3.05684 -0.77613
H 2.15384 2.25424 4.17671
C -2.20071 5.05891 -2.02502
C -0.76995 -1.59424 1.05018
H 2.45896 0.27145 -1.23118
C -0.49908 -1.61428 -2.91365
H 0.43935 -1.78645 -3.43323
H 0.06046 1.21296 3.34892
H 4.03347 3.73582 3.79816
O 2.16986 -1.74315 1.32703
C 2.53522 2.86579 0.85957
H -2.86002 5.24160 -2.87406
H 4.60266 0.29379 0.45815
H 0.92729 -6.29262 -1.42779
C -0.65198 -1.42612 -1.55150
H 4.31068 -4.45466 -1.37086
C 0.77488 1.64793 2.64740
C -2.68842 -1.35711 -2.49049
*
```

No. 2
Below is a molecular structure, C37H36Br2HfI2N3OP2 in a non-equilibrium geometry, with properties calculated with the ωB97M-V functional and the def2-TZVPD basis.

Values from the calculation:
Highest occupied orbital energy in Ha: -0.56056
E in eV: -221618.748
Gap between HOMO and LUMO in eV: 5.99

Structure (ORCA input):
```
! RIJCOSX wB97M-V def2-TZVPD def2/J DEFGRID3
* xyz 3 1
H -2.16522 0.26601 -3.64351
H -1.26417 -4.50465 -4.90339
C -2.47854 4.31783 3.83989
C -0.16500 0.02957 5.98479
C -3.43647 3.42387 4.30155
P -0.15761 2.01721 1.45088
H -0.24315 -1.86516 -5.02977
C 0.13903 -6.13760 -0.80586
I 0.21978 2.07551 6.04451
H 3.67464 -0.19102 0.08048
H -2.51188 5.35315 4.14175
H -4.21628 3.76728 4.96445
C 2.45702 0.52328 -4.60715
H 1.86034 -2.00263 -1.74665
H -0.71452 3.67627 -0.21583
C -3.39744 2.09183 3.91154
H 4.14131 -0.69400 -5.11203
C -2.39646 1.65018 3.06044
C 0.50127 -4.44825 0.84578
H -0.72121 4.58212 2.65894
C -1.08786 -1.88227 -4.33665
H -1.18762 -0.16144 6.29074
C 1.19359 -0.16851 -2.67844
H 3.76736 -2.29576 -3.26602
H 3.27429 -0.65829 2.61577
C -0.98947 -4.34106 -3.87225
Br 1.21743 -3.99633 2.54083
C -0.35988 -3.78138 -1.29299
H 1.00128 -6.53121 1.12192
H 1.11566 2.24844 -1.25286
H -0.71801 -6.40391 -3.40602
O -0.23710 -2.24490 0.60228
C 3.56550 2.89276 2.84289
H -4.60197 0.13545 -3.45977
C 0.59623 -5.79268 0.44904
C -1.43199 2.54238 2.60147
H -1.14053 -0.91218 -3.84284
N 2.86903 0.03933 0.66627
C 1.39476 0.71796 -3.73633
H 0.72993 1.55328 -3.90161
H 2.97674 0.98988 1.04913
H 3.09778 5.74680 1.08565
C -0.90978 -3.00898 -3.37453
C -0.04320 -3.48543 0.04270
Br 0.16952 -7.94260 -1.30007
C 3.11580 -1.44292 -3.38242
C -0.31188 -5.12817 -1.70444
N 2.74679 -0.89021 1.76860
C -0.75351 2.58249 -0.18365
H 0.98001 4.65520 0.57191
Hf 0.59606 -0.61295 1.04208
C -4.60837 -0.15433 -1.33697
H 0.54815 -0.48964 6.61679
H 4.76675 4.63984 2.52049
C -3.84122 -0.26745 -0.18279
C -1.47374 3.87971 2.99491
H 3.04829 -1.82467 1.46856
H -4.31194 -0.39142 0.78018
C 2.05147 -1.25919 -2.51590
C 1.68574 4.14616 1.20962
C 2.89294 4.76933 1.49588
H -1.81703 2.31621 -0.22507
C 2.35795 2.27155 2.56352
C -1.83927 -0.04870 -1.53114
P -0.06246 0.13946 -1.42685
H -4.14632 1.40067 4.26929
H -0.29849 2.40355 -2.27673
C 1.40321 2.88825 1.74590
H -2.38005 0.60272 2.76944
C -3.99824 0.03135 -2.57011
N -0.64241 -2.74499 -2.12304
C 3.83126 4.14624 2.30373
C -2.61663 0.09137 -2.67491
H -1.86512 -0.30164 0.63614
C -2.46224 -0.22527 -0.29339
H -1.98959 -2.02731 -4.93263
C -0.68764 -5.38440 -3.04967
H 2.12471 1.32600 3.04802
H 2.60479 1.20606 -5.42965
C 3.31740 -0.54755 -4.42807
H 4.28514 2.41882 3.49464
I -0.00637 -1.14781 4.15951
C 0.05392 1.98601 -1.32800
H -5.68503 -0.20252 -1.27290
*
```

No. 3
Below is a molecular structure, C37H36BrF4FeN2PS2Si, with properties calculated with the ωB97M-V functional and the def2-TZVPD basis.

Values from the calculation:
Highest occupied orbital energy (alpha / beta) in Ha: -0.24619 / -0.27924
Energy above the lowest of the compared OMol25 structures with the same formula, charge and spin in kcal per mole: 22.9
E in eV: -196069.079
Gap between HOMO and LUMO (alpha / beta) in eV: 6.12 / 7.24

Structure (ORCA input):
```
! RIJCOSX wB97M-V def2-TZVPD def2/J DEFGRID3
* xyz 0 5
C -3.28013 -0.03660 -3.55044
H 0.76738 -3.88202 -2.57172
H 3.71924 2.65917 3.93690
C -1.47788 1.59393 3.90998
C -3.08780 0.75042 1.26502
H 0.39291 3.06508 2.46908
C 3.18341 -5.39540 -4.15932
H -5.80571 -0.74906 2.60587
C 0.23337 2.28633 -1.81586
H 5.72276 -0.72365 2.72767
C 1.58318 -2.89087 0.52986
C 3.29805 -0.36229 4.95928
H 3.07589 -4.16376 1.35508
H 1.26739 -5.97096 -3.34674
P -1.55586 0.30918 -0.95181
C -4.07088 0.43719 2.18949
C -0.58725 3.53022 2.52658
C -1.74078 4.06026 -2.62048
H 4.04911 -2.31775 2.71390
C -3.07961 0.08167 0.03489
F -4.29898 0.80440 -3.27583
H 1.00806 1.60182 -1.48920
H 3.85533 0.23075 5.68794
H -0.73550 4.11882 1.61739
H 4.33730 -2.20315 -3.91910
H -2.84134 3.97202 3.87317
S 1.98512 -1.37187 -2.52490
C -1.24356 -1.16624 -2.95664
Si 3.50825 0.34531 3.24058
C -3.27227 -0.65942 -4.78384
H -2.51365 4.75295 -2.92862
C -4.06513 -0.83469 -0.28884
C -2.97642 3.40120 2.95186
Br -1.13319 -3.85815 -1.23106
H 3.44042 -6.36871 -4.54702
H -2.36294 1.50113 4.54100
H 1.14748 -3.66118 -0.08946
H -3.13844 2.54863 -2.01392
H -0.67265 1.98108 4.53799
C 3.00763 2.14107 3.28731
C 3.69282 -3.06306 -3.81233
C -5.06067 -1.12631 0.63627
F -0.30391 -2.69641 -4.53838
C -1.73545 2.52473 2.70570
H 5.40876 0.66911 1.69249
C -0.40371 4.40152 -2.76379
C 4.04204 -4.28691 -4.30573
H -2.17090 2.53302 0.65341
H 2.24467 -0.34547 5.24846
C -2.26788 -0.26833 -2.64241
H 4.98816 -4.40750 -4.81728
C 5.30343 0.28319 2.70901
H 3.64544 -1.39452 5.02851
C -0.81631 0.92432 0.74497
C -2.09319 2.82469 -2.09462
C -2.24546 -1.53971 -5.10372
C 2.60710 -0.86896 2.07344
H -0.56932 4.21842 3.37476
C 3.18254 -2.12777 2.08974
H -4.03756 -1.34967 -1.24066
H -4.08480 0.89032 3.16861
H 2.00980 2.28098 3.70257
H -3.10349 4.11447 2.13381
C -5.04895 -0.50264 1.87154
C 1.46980 -0.70847 1.24663
C 0.58417 3.50807 -2.36971
C 2.65572 -3.16859 1.33250
H -5.82318 -1.85669 0.39992
N 0.99452 -1.67846 0.45820
H -3.89929 2.83572 3.04145
H 3.04145 2.61406 2.30533
C -1.10816 1.93468 -1.68129
C -1.24388 -1.79454 -4.18766
H -1.19373 0.59057 3.59156
H -0.13091 5.36015 -3.18597
F -2.25008 -2.14106 -6.29920
C 2.45718 -2.87764 -3.14383
H 1.62880 3.76523 -2.49072
N 1.68239 -3.97972 -3.02722
H 5.90961 0.90878 3.36828
F -4.23159 -0.42368 -5.68379
Fe -0.19169 -1.57465 -1.34170
S 0.74824 0.89710 1.38358
C -1.93011 1.74402 1.38587
C 2.00527 -5.19925 -3.51264
*
```

No. 4
Below is a molecular structure, C37H36CdN5O9S2Se in a non-equilibrium geometry, with properties calculated with the ωB97M-V functional and the def2-TZVPD basis.

Values from the calculation:
Highest occupied orbital energy in Ha: -0.23018
Energy above the lowest of the compared OMol25 structures with the same formula, charge and spin in kcal per mole: 36.1
E in eV: -156407.315
Gap between HOMO and LUMO in eV: 8.44

Structure (ORCA input):
```
! RIJCOSX wB97M-V def2-TZVPD def2/J DEFGRID3
* xyz -1 1
H 0.76029 4.55185 1.49499
H -2.75187 6.31842 -5.93168
H 3.23549 4.35401 1.16385
C -1.74583 4.77460 -3.15910
C 1.97212 -4.19912 -1.93938
O -0.58109 6.65689 -1.53916
N 1.57356 -1.87361 -1.95141
N 1.51969 -1.44123 2.47352
H -0.54530 -3.74444 4.70354
O -1.86749 -0.48964 1.36251
C -3.01515 -1.21891 -1.52566
N 1.07948 1.26196 1.04165
H 1.99392 -3.17550 1.50940
C -4.54460 0.36736 -0.28230
H 2.79397 0.24297 0.57411
C 3.23118 3.47257 -3.51087
O -1.28797 1.73658 2.71726
C 1.77370 -2.72760 2.46284
H 0.49285 2.72575 -1.63745
H 0.53840 -4.85231 8.57317
C -2.26338 3.50617 -3.21200
C -0.26170 -4.85729 7.82452
H 2.41670 1.65828 -2.71200
Cd 0.10218 -0.83413 0.47839
C 1.24122 3.28917 -2.16129
H 2.18939 -6.35255 -1.95004
H 1.90535 -4.00173 -0.90609
C 2.98702 4.85040 -3.63479
H 4.06570 3.17158 -4.07426
H -4.35042 1.32124 0.27396
O -1.69984 -2.36284 3.42903
H -3.95577 -1.58702 -1.92667
C 0.43576 2.41256 1.30890
C 0.12750 -4.22373 6.62178
H 2.36799 -2.06388 -4.54250
O 2.03582 -1.71585 -0.68150
H 1.38191 6.42171 -3.23223
S 1.71043 -3.46100 6.47275
C -3.29064 0.20448 -1.16768
H 2.77695 -6.37892 -4.37725
N 0.76694 -1.13755 -2.58212
H -1.35216 6.68406 -3.96696
H 3.72446 5.50485 -4.06282
C -2.63920 5.50993 -5.16861
H -3.49680 2.29678 -4.57015
N -2.20074 -5.74832 6.80578
C 0.96645 4.61235 -2.37692
C -3.23876 4.29134 -5.26541
O -2.63181 1.11301 -1.61601
C 1.94213 -3.05467 -2.69737
C 1.39104 -0.71004 3.57167
C -1.90601 5.79143 -4.07537
C 2.34857 2.72331 -2.79207
H 2.90647 -4.43407 -5.64032
C 3.20244 2.27223 0.79540
H -5.50594 0.51029 -0.82640
C 1.86789 5.43595 -3.06964
C 2.38364 1.19148 0.77652
H -2.22000 -1.31588 -2.27927
C 2.45437 -4.27979 -4.64225
H 1.08138 -0.61040 5.63345
O -3.63309 -2.54125 1.60568
C 2.25388 -3.04270 -4.03950
C 1.88463 -3.42956 3.69699
H -1.60909 -6.26676 8.67577
C 1.20251 3.57899 1.37121
H -3.96599 4.21066 -6.11107
C -1.06247 2.37475 1.53314
H 2.10694 -4.43314 3.83111
O -1.08240 -2.80185 0.72473
H 4.24700 2.26739 0.65251
C -1.38590 -5.63417 7.83475
H -1.64413 1.95615 0.70103
S -0.67569 5.14031 -1.74268
H -2.01508 2.73123 -2.54033
O 0.40760 -0.11399 -1.90444
C 2.58722 3.49668 1.12556
C -2.99645 3.24162 -4.37882
H -1.36360 3.49297 1.63968
H 1.14396 0.33841 3.44026
H -4.55025 -0.49511 0.38350
C 1.33359 -1.28329 4.80497
H -1.65589 0.84095 2.56871
H -2.88303 -1.89299 -0.70499
C -1.93133 -5.07644 5.67694
C 2.44195 -5.48424 -3.88604
C -0.75365 -4.30120 5.59874
C 2.17705 -5.40626 -2.57215
H -2.53430 -5.10004 4.86947
C 1.67833 -2.64226 4.89409
Se -2.11421 -2.10845 1.86915
*
```

Among the records above, which one has the lowest E? C37H36Br2HfI2N3OP2

What is the E in the third record? -196069.079 eV

Which value of E does entry 1 give? -49304.752 eV

Which formula does entry 2 have? C37H36Br2HfI2N3OP2